No. 1
C3H7N5 in the gas phase in a non-equilibrium geometry. Source: OMol25; level of theory: ωB97M-V/def2-TZVPD.

Positions of all 15 atoms, in Å:
H  2.7962  1.3349  -0.4822
C  1.5785  -0.3535  -0.2058
N  2.8088  0.4183  0.1332
N  -0.6950  -1.0426  -0.2564
H  1.5686  -0.8241  -1.1070
H  2.7386  0.6531  1.2025
H  1.4101  -1.1116  0.6353
N  -1.4367  1.5466  -0.1817
C  -2.3115  0.5878  -0.1465
H  -0.9802  -1.6517  -0.9795
H  -2.0672  -0.7587  1.4799
N  -0.1995  1.1554  0.0976
C  0.1661  -0.0149  -0.2332
N  -1.9989  -0.7473  0.3646
H  -3.3777  0.8084  -0.3209

Computed properties:
- gap between HOMO and LUMO (eV) = 9.49
- max |F| (eV/A) = 4.54
- energy relative to the best compared isomer or geometry (same formula, charge and spin) (kcal per mole) = 105.05
- 2S+1 = 1
- E (eV) = -10670.44520

These are the Mulliken partial charges, in e, on atoms 1 to 4: number 1, H, carries 0.285; number 2, C, carries -0.735; number 3, N, carries -0.582; number 4, N, carries -0.122



No. 2
C3H7N5 in the gas phase in a non-equilibrium geometry. Source: OMol25; level of theory: ωB97M-V/def2-TZVPD.

Positions of all 15 atoms, in Å:
N  -0.0440  -0.0724  0.1260
H  -2.0050  1.0344  0.1700
H  1.0161  -2.0776  -0.6096
C  1.3268  -0.3628  -0.0273
C  -1.0849  -0.9195  0.4484
H  3.1932  0.1052  -0.1889
H  2.1035  1.5191  -0.2461
C  -1.2252  1.8040  -0.1921
H  -0.5259  -1.7890  0.9720
N  2.3165  0.6331  0.2812
N  -0.0641  1.4673  -0.0721
N  -2.4018  -1.0137  -0.2794
H  -1.4473  2.9349  -0.2515
H  -2.8788  -1.7924  0.2534
N  1.7211  -1.4706  -0.3840

Computed properties:
- gap between HOMO and LUMO (eV) = 8.91
- max |F| (eV/A) = 7.43
- energy relative to the best compared isomer or geometry (same formula, charge and spin) (kcal per mole) = 112.30
- 2S+1 = 1
- E (eV) = -10670.13112

These are the Mulliken partial charges, in e, on atoms 1 to 4: number 1, N, carries 0.174; number 2, H, carries 0.270; number 3, H, carries 0.234; number 4, C, carries 0.359



No. 3
A molecular structure, C3H7N5 in a non-equilibrium geometry. Source: OMol25; level of theory: ωB97M-V/def2-TZVPD.

Positions of all 15 atoms, in Å:
N  -1.9033  1.1621  -1.1550
N  -0.1994  -1.6178  0.1197
N  -0.8221  0.4283  -0.5992
N  1.4153  0.5521  0.3162
H  -1.6087  2.1778  -1.8776
H  -0.5115  -2.6074  -0.0804
H  -2.2509  -0.9756  -1.2226
H  -2.5340  1.7098  -0.2000
H  0.4708  2.2220  -0.3226
H  3.6869  -0.2984  1.3917
N  2.7680  -0.9054  1.7281
C  0.3633  0.9979  -0.2315
C  -1.1374  -0.9315  -0.6131
H  0.6990  -1.2256  1.6398
C  1.5641  -0.6883  1.1066

Computed properties:
- gap between HOMO and LUMO (eV) = 8.92
- max |F| (eV/A) = 9.20
- energy relative to the best compared isomer or geometry (same formula, charge and spin) (kcal per mole) = 174.74
- 2S+1 = 1
- E (eV) = -10667.42350

These are the Mulliken partial charges, in e, on atoms 1 to 4: number 1, N, carries -0.984; number 2, N, carries -0.551; number 3, N, carries 0.275; number 4, N, carries -0.489



No. 4
A molecular structure, C3H7N5O3 in a non-equilibrium geometry. Source: OMol25; level of theory: ωB97M-V/def2-TZVPD.

Positions of all 18 atoms, in Å:
O  -4.1031  -4.4250  -0.8882
H  -0.7572  0.9128  1.4702
N  1.7197  -1.1371  1.1405
H  2.0889  -1.8931  0.5816
O  -3.7982  -2.1469  -1.4312
H  -3.2483  0.8560  -1.3627
N  0.1234  0.4482  1.6178
C  0.5558  -0.5537  0.8784
C  -3.5468  -3.4265  -0.9078
H  0.1965  -1.8596  -0.6484
C  -1.9709  -0.6395  -0.9251
N  -2.5836  -1.7551  -0.9133
H  -1.5678  1.2700  -1.4473
H  2.3620  -0.7358  1.8100
H  0.6733  0.7687  2.4027
O  -2.2893  -2.9783  -0.3914
N  -0.0703  -0.9913  -0.2121
N  -2.2731  0.5688  -1.2209

Computed properties:
- gap between HOMO and LUMO (eV) = 8.42
- max |F| (eV/A) = 5.13
- energy relative to the best compared isomer or geometry (same formula, charge and spin) (kcal per mole) = 40.79
- charge = +2
- 2S+1 = 1
- E (eV) = -16794.08883

These are the Mulliken partial charges, in e, on atoms 1 to 4: number 1, O, carries -0.180; number 2, H, carries 0.197; number 3, N, carries -0.366; number 4, H, carries 0.216



No. 5
C3H7NO in the gas phase. Source: OMol25; level of theory: ωB97M-V/def2-TZVPD.

Positions of all 12 atoms, in Å:
H  1.2393  0.8006  1.6230
H  2.5143  1.4827  0.4476
H  0.0867  -0.7818  1.1990
C  -1.6258  0.0885  -0.9042
C  1.6682  0.8179  0.6091
H  -1.4277  0.4087  -1.9329
N  1.2277  0.0922  -0.3302
H  0.8215  -1.8770  -0.0029
H  -2.6865  -0.1675  -0.8119
H  -1.4054  0.9225  -0.2260
C  0.2912  -0.9276  0.1197
O  -0.8758  -1.0734  -0.6218

Computed properties:
- gap between HOMO and LUMO (eV) = 10.73
- max |F| (eV/A) = 0.44
- energy relative to the best compared isomer or geometry (same formula, charge and spin) (kcal per mole) = 52.83
- 2S+1 = 1
- E (eV) = -6760.45944

These are the Mulliken partial charges, in e, on atoms 1 to 4: number 1, H, carries 0.209; number 2, H, carries 0.277; number 3, H, carries 0.384; number 4, C, carries -0.626



No. 6
C3H7NO in the gas phase. Source: OMol25; level of theory: ωB97M-V/def2-TZVPD.

Positions of all 12 atoms, in Å:
O  1.0266  -0.4641  -1.3630
H  0.9840  2.3591  0.8364
C  1.0998  1.2713  0.8485
H  -1.2368  -1.8370  0.2133
H  1.3056  0.9465  1.8757
N  -0.0671  0.5925  0.3272
C  0.0424  -0.3571  -0.6528
H  1.9415  0.9932  0.2137
H  -0.9686  -2.0188  -1.5377
H  -2.0841  -0.7697  -0.9170
H  -0.9003  0.5836  0.8931
C  -1.1430  -1.2995  -0.7374

Computed properties:
- gap between HOMO and LUMO (eV) = 10.55
- max |F| (eV/A) = 0.33
- energy relative to the best compared isomer or geometry (same formula, charge and spin) (kcal per mole) = 6.40
- 2S+1 = 1
- E (eV) = -6762.47280

These are the Mulliken partial charges, in e, on atoms 1 to 4: number 1, O, carries -0.617; number 2, H, carries 0.252; number 3, C, carries -0.804; number 4, H, carries 0.290